{"formula": "C11H13CsNO6", "method": "wB97M-V/def2-TZVPD", "symbols": ["Cs", "O", "C", "O", "C", "C", "C", "C", "C", "N", "C", "O", "O", "H", "H", "H", "C", "O", "C", "C", "O", "C", "H", "H", "H", "H", "H", "H", "H", "H", "H", "H"], "coordinates": [[-0.14395, 0.00307, -0.00022], [3.21604, -0.16983, -3.50354], [2.54668, -0.13929, -2.45506], [1.29218, -0.16776, -2.34969], [3.36610, -0.06143, -1.14978], [4.75452, -0.06202, -1.19402], [5.45221, 0.00160, -0.00046], [4.75414, 0.06588, 1.19283], [3.36611, 0.06559, 1.14937], [2.68995, 0.00197, -0.00053], [2.54641, 0.15370, 2.45363], [3.21400, 0.14289, 3.50372], [1.29139, 0.16790, 2.34882], [5.22629, -0.11308, -2.16481], [6.53729, 0.00178, -0.00123], [5.22527, 0.11888, 2.16392], [-2.97542, -1.99698, -1.36979], [-2.89405, -1.51384, -0.04519], [-3.97356, -0.68714, 0.32565], [-3.97168, 0.68837, -0.32950], [-2.89542, 1.51619, 0.04872], [-2.98289, 1.99420, 1.37481], [-3.93890, -2.49501, -1.53909], [-2.17094, -2.71510, -1.50742], [-2.86133, -1.20296, -2.11376], [-3.90849, -0.58642, 1.40921], [-4.93240, -1.16722, 0.07703], [-4.93262, 1.16779, -0.08763], [-3.89887, 0.58779, -1.41259], [-3.95011, 2.48499, 1.54398], [-2.18340, 2.71714, 1.51641], [-2.86456, 1.19837, 2.11620]], "de_lowest_ev": 0.0000, "total_charge": -1, "total_energy_ev": -25943.38209, "largest_force_ha_per_bohr": 0.0153, "e_lumo_ev": 1.76, "homo_lumo_gap_ev": 6.787}

{"formula": "C7H15N3S", "method": "wB97M-V/def2-TZVPD", "symbols": ["N", "N", "C", "S", "N", "C", "C", "C", "C", "C", "C", "H", "H", "H", "H", "H", "H", "H", "H", "H", "H", "H", "H", "H", "H", "H"], "coordinates": [[-1.30945, 2.14124, -0.33751], [-0.81981, 0.85664, -0.13031], [-1.45610, -0.27696, -0.07905], [-3.10907, -0.23492, 0.13183], [-0.70377, -1.37149, -0.24140], [0.74042, -1.54651, 0.13405], [1.21407, -0.67098, 1.42525], [1.94523, 0.64382, 1.24273], [2.78916, 0.99906, -0.04013], [2.02237, 0.33169, -1.21681], [1.60295, -1.09485, -1.01528], [-1.39734, 2.61954, 0.72500], [-2.51188, 1.88219, -0.47135], [0.00431, 0.67385, -0.95512], [-1.05713, -2.32328, -0.48178], [1.04837, -2.57467, 0.28646], [0.33911, -0.36197, 2.17072], [1.80032, -1.31757, 2.15956], [2.61020, 0.98892, 2.13090], [1.34575, 1.56241, 1.26640], [3.64842, 0.31276, 0.22734], [3.04439, 2.05493, -0.34024], [1.18575, 1.08182, -1.63710], [2.74435, 0.35857, -2.06677], [1.01868, -1.27774, -1.87036], [2.60426, -1.61749, -0.99296]], "de_lowest_ev": 3.6521, "smiles": "NNC(=S)NC1CCCCC1", "total_energy_ev": -22803.55535, "largest_force_ha_per_bohr": 0.1433, "e_lumo_ev": 0.62, "homo_lumo_gap_ev": 8.823}

{"formula": "CH14O5S", "method": "wB97M-V/def2-TZVPD", "symbols": ["C", "S", "H", "H", "H", "H", "O", "H", "H", "O", "H", "H", "O", "H", "H", "O", "H", "H", "O", "H", "H"], "coordinates": [[-2.33695, -1.18586, 0.30898], [-2.96318, -1.01999, -1.40556], [-2.36125, -0.26608, 0.85569], [-3.03601, -1.80568, 0.91461], [-1.31814, -1.63505, 0.33886], [-2.43331, 0.15629, -1.79233], [0.98732, -1.17677, 2.29394], [0.54098, -1.99172, 2.05182], [1.93440, -1.33164, 2.29964], [-0.09141, 1.13762, -1.94217], [0.03051, 0.91465, -2.87441], [0.46763, 0.39756, -1.58998], [1.75652, -0.65468, -1.68593], [1.69150, -1.36813, -2.33942], [2.42259, -0.83216, -1.01522], [2.60311, 2.51863, 0.84346], [1.97634, 1.87984, 1.20879], [1.99872, 3.07845, 0.34249], [-0.40513, 1.31091, 1.12779], [-0.33057, 0.44721, 1.53940], [-1.13367, 1.42658, 0.51954]], "de_lowest_ev": 0.9040, "smiles": "CS.O.O.O.O.O", "total_energy_ev": -22336.46684, "largest_force_ha_per_bohr": 0.0263, "e_lumo_ev": -0.05, "homo_lumo_gap_ev": 9.023}

{"formula": "C36H43CoF4N6O2", "method": "wB97M-V/def2-TZVPD", "symbols": ["Co", "C", "C", "C", "C", "C", "N", "C", "C", "C", "N", "C", "C", "C", "C", "C", "C", "C", "C", "N", "C", "C", "C", "N", "C", "C", "C", "C", "O", "C", "O", "H", "H", "H", "H", "H", "H", "H", "H", "H", "H", "H", "H", "H", "H", "H", "H", "H", "H", "H", "H", "H", "H", "H", "H", "H", "H", "H", "H", "C", "C", "N", "C", "C", "C", "C", "N", "C", "C", "F", "C", "F", "C", "C", "F", "C", "F", "H", "H", "H", "H", "H", "H", "H", "H", "H", "H", "H", "H", "H", "H", "H"], "coordinates": [[0.33776, -1.25985, 0.23467], [1.06174, 4.13533, 4.62035], [0.56232, 3.09406, 3.65866], [-0.57791, 3.24905, 2.92621], [-1.05106, 2.23692, 2.04886], [-2.29255, 2.26913, 1.39736], [-3.04754, 3.29487, 1.07687], [-2.67164, 4.71348, 1.01230], [-1.37478, 4.95782, 0.23510], [-1.40039, 6.27982, -0.54995], [-2.20679, 6.20894, -1.73697], [0.69139, 2.11070, -2.16044], [1.66418, 1.05280, -2.59197], [2.19480, 0.99987, -3.86296], [2.88909, -0.11821, -4.35894], [3.46989, -0.12098, -5.74820], [2.95474, -1.22519, -3.54322], [2.39959, -1.21369, -2.25170], [2.29400, -2.43463, -1.51405], [1.46209, -2.63965, -0.55501], [1.51758, -3.91832, 0.14722], [2.06226, -3.75849, 1.58133], [2.58896, -2.36727, 1.88742], [1.55319, -1.33044, 1.84977], [1.70765, -0.32539, 2.61205], [0.88162, 0.86804, 2.65461], [1.26554, 1.87792, 3.50214], [-0.30043, 1.02347, 1.85695], [-0.69579, 0.17739, 1.01012], [1.84477, -0.03398, -1.71907], [1.44394, 0.07954, -0.48442], [0.38048, 4.98351, 4.66900], [2.04212, 4.50916, 4.32056], [1.16089, 3.72730, 5.62704], [-1.16759, 4.14380, 3.07177], [-2.69957, 1.30488, 1.10833], [-3.94188, 3.06555, 0.67161], [-2.62284, 5.13457, 2.01645], [-3.50724, 5.20865, 0.51873], [-1.20624, 4.13745, -0.46784], [-0.51730, 4.97204, 0.90705], [-0.38167, 6.54230, -0.83387], [-1.77113, 7.08470, 0.10390], [-3.16170, 5.95467, -1.46576], [0.76106, 2.27572, -1.08342], [2.04737, 1.85163, -4.52127], [3.51958, 0.88898, -6.15291], [2.86748, -0.72150, -6.43241], [4.47979, -0.53130, -5.75397], [3.41466, -2.13981, -3.90536], [2.92698, -3.26710, -1.82505], [2.13127, -4.62124, -0.41956], [0.51151, -4.32608, 0.17588], [2.89884, -4.44544, 1.71825], [1.30389, -4.04371, 2.31204], [3.34399, -2.09119, 1.14552], [3.07673, -2.36623, 2.86405], [2.54642, -0.32039, 3.31010], [2.16619, 1.73252, 4.09185], [-0.73935, 1.69069, -2.52745], [-1.46764, 0.63419, -1.67590], [-1.06757, -0.80849, -1.67029], [-0.81518, -1.21861, -3.07286], [-0.58743, -2.69704, -3.33634], [-2.21467, -1.54855, -1.10296], [-1.82473, -2.84385, -0.42428], [-1.03324, -2.50433, 0.74316], [-1.16038, -3.26055, 1.88225], [-1.05313, -2.66675, 3.15210], [-0.93430, -1.32631, 3.26029], [-1.13702, -3.40770, 4.31577], [-1.03958, -2.76474, 5.49075], [-1.34152, -4.77181, 4.29506], [-1.47462, -5.37780, 3.06190], [-1.66209, -6.70081, 2.98522], [-1.39312, -4.65061, 1.88961], [-1.47626, -5.32301, 0.71922], [-1.38196, 2.57420, -2.44454], [-0.76409, 1.42055, -3.58572], [0.91885, 3.05280, -2.66355], [-2.51170, 0.66980, -2.02192], [-1.45352, 0.95100, -0.63563], [0.05783, -0.67102, -3.42059], [-1.67087, -0.88435, -3.67820], [0.18365, -3.10749, -2.68809], [-0.24821, -2.81137, -4.36648], [-1.49411, -3.29068, -3.22634], [-2.97586, -1.75111, -1.87050], [-2.68039, -0.91551, -0.34573], [-1.25274, -3.48106, -1.10250], [-2.72685, -3.39335, -0.15072], [-1.40853, -5.34284, 5.20944]], "total_charge": 1, "total_energy_ev": -99555.03322, "largest_force_ha_per_bohr": 0.0194, "e_lumo_ev": [-3.65, -3.67], "homo_lumo_gap_ev": [6.034, 6.014], "multiplicity": 2}

{"formula": "C5H6O2", "method": "wB97M-V/def2-TZVPD", "symbols": ["C", "C", "C", "C", "O", "C", "O", "H", "H", "H", "H", "H", "H"], "coordinates": [[-2.12395, 1.43762, -0.86596], [-1.14010, 0.77043, -0.68041], [0.09734, 0.03156, -0.42847], [-0.17004, -1.46375, -0.34108], [-0.19902, -2.01954, 0.73128], [0.84712, 0.52537, 0.83160], [2.00552, -0.25672, 0.99010], [-3.03465, 1.96846, -1.03959], [0.77845, 0.19777, -1.26979], [-0.18970, -2.04538, -1.29084], [0.19002, 0.49997, 1.71162], [1.19370, 1.56184, 0.72043], [1.72954, -1.17568, 0.93018]], "de_lowest_ev": 2.5820, "smiles": "C#C[C@H](C=O)CO", "total_energy_ev": -9374.51367, "largest_force_ha_per_bohr": 0.0147, "e_lumo_ev": 0.56, "homo_lumo_gap_ev": 10.732}